1.
Molecular formula: C12H34ClN2O5
Method: DFT, the ωB97M-V functional and the def2-TZVPD basis

```
54
Properties=species:S:1:pos:R:3
Cl 0.463 -1.773 2.170
C 4.111 2.215 2.605
O 3.602 1.927 1.334
C 2.389 1.158 1.411
C 1.648 1.114 0.110
N 0.853 2.305 -0.220
C 0.177 2.078 -1.488
C -0.783 3.214 -1.810
O -1.829 3.233 -0.876
C -2.870 4.109 -1.217
H 4.136 1.319 3.231
H 3.550 3.023 3.094
H 5.126 2.604 2.496
H 1.754 1.526 2.224
H 2.715 0.140 1.657
H 0.955 0.274 0.185
H 2.353 0.878 -0.700
H 1.451 3.120 -0.289
H -0.374 1.142 -1.418
H 0.870 2.023 -2.342
H -1.169 3.086 -2.833
H -0.251 4.179 -1.806
H -3.225 3.972 -2.249
H -2.469 5.135 -1.214
H -3.694 3.986 -0.524
C -3.456 0.144 -2.082
C -3.590 -0.508 -0.706
C -2.480 -1.536 -0.502
O -2.756 -2.335 0.610
C -2.117 -3.588 0.549
N -3.586 0.470 0.408
H -2.494 0.659 -2.149
H -4.248 0.869 -2.270
H -3.500 -0.620 -2.863
H -4.523 -1.080 -0.639
H -1.548 -0.975 -0.337
H -2.397 -2.136 -1.416
H -1.065 -3.498 0.274
H -2.661 -4.305 -0.084
H -2.117 -4.023 1.549
H -2.892 1.176 0.153
H -4.472 0.970 0.398
C 1.321 -2.803 -1.521
O 2.102 -2.076 -0.583
H 0.403 -2.265 -1.784
H 1.941 -2.945 -2.406
H 1.032 -3.777 -1.112
H 1.647 -2.176 0.283
C 3.991 -3.297 2.347
O 2.830 -3.764 2.999
H 4.078 -3.550 1.282
H 4.081 -2.204 2.379
H 4.850 -3.729 2.871
H 2.139 -3.088 2.821
```

Computed properties:
calculated total energy: -38735.7938 eV
LUMO level: 0.100 Ha
total charge: -1
F_max: 0.0221 Eh/bohr

=====

2.
Molecular formula: C49H119F2N15O39S2
Method: DFT, the ωB97M-V functional and the def2-TZVPD basis

```
226
Properties=species:S:1:pos:R:3
N 1.126 0.227 -0.549
S 1.327 0.644 0.932
O 1.407 -0.446 1.899
O 0.611 1.883 1.313
F 2.887 1.078 0.828
S -0.130 -0.929 -0.254
O -1.351 -0.406 0.321
O 0.315 -2.260 0.171
F -0.591 -1.264 -1.726
C 2.966 3.953 3.735
C 3.507 4.812 2.570
O 3.131 5.919 2.191
N 4.535 4.016 1.765
H 4.433 3.024 1.925
H 4.238 4.043 0.800
C 6.048 4.454 2.049
H 2.280 4.438 4.429
H 3.866 3.708 4.299
H 2.504 3.032 3.380
H 6.167 5.510 1.805
H 6.671 3.765 1.478
H 6.190 4.171 3.091
C -3.795 -6.892 -5.348
C -3.381 -5.544 -4.924
O -2.276 -5.070 -4.810
N -4.461 -4.823 -4.115
H -5.084 -5.543 -3.778
H -4.082 -4.393 -3.283
C -5.314 -3.869 -4.962
H -4.460 -6.703 -6.191
H -4.407 -7.499 -4.680
H -2.922 -7.473 -5.646
H -4.668 -3.251 -5.585
H -6.000 -3.334 -4.305
H -5.996 -4.491 -5.543
C -0.981 -0.842 6.245
C -1.627 0.246 5.463
O -2.002 0.156 4.312
N -1.830 1.471 6.294
H -1.269 1.479 7.134
H -1.404 2.131 5.659
C -3.290 1.775 6.592
H -1.175 -1.851 5.879
H -1.246 -0.818 7.302
H 0.107 -0.784 6.206
H -3.545 1.107 7.415
H -3.789 1.517 5.658
H -3.567 2.815 6.764
C -0.316 -4.488 -2.075
C 0.293 -5.803 -2.311
O 0.431 -6.679 -1.504
N 1.198 -5.982 -3.567
H 1.318 -5.073 -3.990
H 2.129 -6.199 -3.241
C 0.723 -7.131 -4.523
H -1.230 -4.591 -1.490
H -0.634 -4.074 -3.032
H 0.422 -3.871 -1.564
H 1.110 -6.667 -5.430
H -0.359 -7.256 -4.478
H 1.313 -7.998 -4.226
C -2.764 -0.886 -4.935
C -3.076 -0.584 -6.440
O -4.160 -0.157 -6.841
N -1.881 -0.881 -7.263
H -1.084 -1.133 -6.696
H -1.923 -1.748 -7.780
C -1.441 0.311 -8.161
H -2.331 -1.885 -4.899
H -3.610 -0.775 -4.256
H -1.957 -0.232 -4.603
H -0.515 0.215 -8.728
H -1.453 1.214 -7.551
H -2.265 0.316 -8.875
C 3.517 0.436 6.162
C 3.227 -0.573 5.016
O 2.124 -0.890 4.659
N 4.452 -1.411 4.623
H 5.242 -0.813 4.429
H 4.584 -2.060 5.385
C 4.216 -2.240 3.340
H 2.644 0.832 6.681
H 4.037 1.260 5.674
H 4.221 -0.063 6.828
H 5.227 -2.620 3.191
H 3.986 -1.436 2.641
H 3.508 -3.051 3.506
C -1.663 3.399 -3.577
C -1.247 2.375 -2.519
O -1.946 1.551 -2.090
N 0.233 2.349 -2.101
H 0.361 1.482 -1.600
H 0.834 2.281 -2.910
C 0.707 3.611 -1.401
H -2.706 3.119 -3.726
H -1.094 3.419 -4.506
H -1.765 4.441 -3.273
H 0.050 3.845 -0.564
H 0.619 4.371 -2.178
H 1.766 3.530 -1.154
C -0.880 6.834 1.089
C -0.098 8.115 1.089
O 0.047 8.796 2.096
N 0.281 8.696 -0.308
H -0.074 8.039 -0.988
H -0.352 9.474 -0.432
C 1.781 8.912 -0.409
H -0.209 6.005 1.313
H -1.479 6.731 0.184
H -1.581 6.938 1.917
H 2.270 7.940 -0.345
H 2.103 9.504 0.447
H 2.042 9.446 -1.323
C -4.619 0.820 -1.100
C -5.939 0.567 -0.383
O -6.361 1.330 0.516
N -6.835 -0.488 -1.050
H -7.377 -0.153 -1.834
H -6.202 -1.066 -1.584
C -7.615 -1.431 -0.101
H -3.719 0.815 -0.486
H -4.538 1.867 -1.393
H -4.470 0.236 -2.008
H -6.980 -1.880 0.663
H -8.082 -2.205 -0.711
H -8.381 -0.852 0.415
C -6.771 -0.181 5.289
C -6.264 -0.631 3.949
O -6.295 -0.023 2.887
N -5.288 -1.837 4.121
H -5.034 -1.898 5.097
H -5.838 -2.676 4.007
C -4.187 -1.867 3.110
H -6.867 0.903 5.344
H -6.049 -0.401 6.076
H -7.656 -0.746 5.583
H -3.623 -0.936 3.050
H -4.606 -2.197 2.159
H -3.577 -2.624 3.604
C -0.701 -2.736 2.991
C -0.781 -3.944 2.232
O -1.690 -4.070 1.438
N 0.260 -5.080 2.607
H 0.402 -4.979 3.602
H -0.211 -5.950 2.405
C 1.565 -5.000 1.688
H -1.495 -2.049 2.700
H 0.275 -2.253 2.946
H -0.919 -3.019 4.021
H 1.616 -4.123 1.043
H 1.425 -5.856 1.027
H 2.513 -5.232 2.172
C 4.004 -2.922 -2.347
C 3.877 -1.711 -1.495
O 4.145 -1.651 -0.307
N 3.158 -0.553 -2.151
H 2.636 -0.936 -2.926
H 2.395 -0.366 -1.516
C 3.997 0.641 -2.486
H 4.828 -3.540 -1.991
H 4.332 -2.501 -3.298
H 3.196 -3.645 -2.462
H 3.340 1.288 -3.067
H 4.853 0.347 -3.094
H 4.243 1.014 -1.492
C 7.957 0.606 -0.890
C 8.517 -0.568 -0.044
O 9.223 -0.376 0.906
N 7.988 -2.029 -0.405
H 7.489 -2.068 -1.282
H 8.819 -2.572 -0.590
C 7.068 -2.559 0.660
H 7.928 0.479 -1.972
H 8.312 1.635 -0.835
H 6.887 0.746 -0.737
H 7.702 -3.092 1.368
H 6.445 -3.270 0.118
H 6.603 -1.757 1.233
C -4.323 2.717 2.749
C -4.786 4.086 2.442
O -3.998 5.026 2.218
N -6.278 4.479 2.552
H -6.847 4.025 3.252
H -6.235 5.390 2.987
C -7.079 4.664 1.306
H -4.754 1.977 2.074
H -4.817 2.362 3.654
H -3.234 2.674 2.774
H -8.115 4.809 1.610
H -6.825 3.910 0.561
H -6.724 5.656 1.027
O -1.417 5.134 3.653
C -1.482 4.760 4.912
O -0.829 3.725 5.039
O -1.979 5.509 5.770
H -0.815 4.386 3.672
O 3.635 -5.801 -0.805
C 4.677 -5.525 -0.086
O 5.756 -5.526 -0.718
O 4.564 -5.217 1.112
H 4.213 -6.071 -1.522
O 7.211 1.429 1.957
C 6.295 1.048 2.731
O 6.803 0.115 3.362
O 5.108 1.318 2.689
H 7.602 0.649 2.357
O -3.782 -2.414 -0.128
C -4.110 -2.781 -1.334
O -5.118 -2.426 -1.905
O -3.359 -3.666 -1.813
H -3.040 -3.021 -0.083
O 2.200 1.679 -6.790
C 1.482 1.666 -5.678
O 0.396 1.168 -5.800
O 1.847 2.089 -4.567
H 1.646 1.232 -7.434
O 1.547 -1.229 -4.510
C 1.107 -2.367 -4.999
O 0.134 -2.291 -5.746
O 1.533 -3.474 -4.582
H 0.856 -0.812 -5.030
O 5.504 5.163 -2.442
C 5.287 4.257 -1.545
O 6.072 3.426 -1.076
O 4.171 4.217 -1.028
H 4.676 5.649 -2.442
```

Computed properties:
calculated total energy: -181981.8141 eV
LUMO level: -0.467 Ha
total charge: +6
F_max: 0.1493 Eh/bohr

=====

3.
Molecular formula: C3H4N2O
Method: DFT, the ωB97M-V functional and the def2-TZVPD basis

```
10
Properties=species:S:1:pos:R:3
O -1.124 -0.161 -2.025
C -0.576 -0.065 -0.946
N -0.177 1.057 -0.289
C 0.522 0.802 0.973
C 0.452 -0.573 1.047
N -0.207 -1.073 -0.051
H -0.495 1.986 -0.506
H 1.223 1.313 0.232
H 0.816 -1.253 1.810
H -0.433 -2.035 -0.246
```

Computed properties:
calculated total energy: -8200.9811 eV
relative energy (zero: lowest compared OMol25 entry of this formula, charge and spin): 280.2 kJ/mol
LUMO level: 0.026 Ha
structure (SMILES): O=c1[nH]cc[nH]1
total charge: 0
F_max: 0.0714 Eh/bohr

=====

4.
Molecular formula: C5H7NO2
Method: DFT, the ωB97M-V functional and the def2-TZVPD basis

```
15
Properties=species:S:1:pos:R:3
C 0.091 -0.179 -1.527
C 0.465 -0.634 1.616
C 0.423 0.767 -0.550
C -0.182 0.453 0.767
O 0.464 -1.505 -1.354
O 0.683 2.025 -0.921
C -1.399 -0.046 -0.106
N -2.564 -0.246 -0.180
H -0.148 -2.062 -1.849
H 0.680 2.612 -0.156
H 0.062 0.169 -2.557
H -0.441 1.355 1.332
H 0.670 -1.525 1.028
H 1.412 -0.280 2.031
H -0.215 -0.906 2.425
```

Computed properties:
calculated total energy: -10879.4915 eV
relative energy (zero: lowest compared OMol25 entry of this formula, charge and spin): 398.1 kJ/mol
LUMO level (spin up / spin down): 0.005 / 0.005 Ha
total charge: 0
F_max: 0.1034 Eh/bohr

=====

5.
Molecular formula: C2H4N4
Method: DFT, the ωB97M-V functional and the def2-TZVPD basis

```
10
Properties=species:S:1:pos:R:3
N 1.951 -0.102 0.144
C 0.584 0.007 0.081
N -0.050 0.706 -0.911
C -1.312 0.412 -0.695
N -1.438 -0.363 0.398
N -0.206 -0.647 0.907
H 2.310 -0.382 1.044
H 2.471 0.619 -0.329
H -2.154 0.758 -1.282
H -2.171 -1.020 0.604
```

Computed properties:
calculated total energy: -8099.2303 eV
relative energy (zero: lowest compared OMol25 entry of this formula, charge and spin): 8.1 kJ/mol
LUMO level: 0.040 Ha
structure (SMILES): Nc1nc[nH]n1
total charge: 0
F_max: 0.0080 Eh/bohr

=====

6.
Molecular formula: C4H6N2O
Method: DFT, the ωB97M-V functional and the def2-TZVPD basis

```
13
Properties=species:S:1:pos:R:3
N 1.758 0.927 0.124
C 0.576 0.295 -0.321
C -0.361 -0.222 0.678
O -0.404 -0.069 2.027
N -1.443 -0.654 -0.029
C -1.131 -0.513 -1.390
C 0.094 0.064 -1.652
H 1.547 1.887 0.383
H 2.396 0.974 -0.667
H 0.439 0.344 2.272
H -2.193 -1.195 0.380
H -1.878 -0.892 -2.086
H 0.601 -0.947 0.280
```

Computed properties:
calculated total energy: -9268.7337 eV
relative energy (zero: lowest compared OMol25 entry of this formula, charge and spin): 460.1 kJ/mol
LUMO level: 0.013 Ha
total charge: 0
F_max: 0.0103 Eh/bohr

=====

7.
Molecular formula: C8H10ClN2S
Method: DFT, the ωB97M-V functional and the def2-TZVPD basis

```
22
Properties=species:S:1:pos:R:3
C 1.081 -1.137 2.663
C 3.322 -0.933 1.769
C 1.164 -1.154 1.268
C -0.879 -1.407 -0.277
C 0.172 -1.136 0.402
C -1.777 -0.591 -1.103
C -0.714 1.517 -0.473
C 0.212 1.830 -1.650
N 2.507 -1.077 0.813
N -1.942 0.809 -0.702
S 2.564 -0.855 3.362
Cl -0.842 2.977 -2.745
H 0.325 -1.291 3.323
H 4.330 -0.591 1.719
H -0.962 -2.420 -0.617
H -1.440 -0.618 -2.192
H -2.900 -1.088 -1.084
H -0.575 1.901 0.488
H 0.282 0.956 -2.246
H 1.168 2.259 -1.497
H -2.641 1.269 -1.341
H -2.455 0.779 0.118
```

Computed properties:
calculated total energy: -34784.0049 eV
relative energy (zero: lowest compared OMol25 entry of this formula, charge and spin): 493.3 kJ/mol
LUMO level (spin up / spin down): -0.185 / -0.154 Ha
total charge: +1
F_max: 0.0837 Eh/bohr

=====

8.
Molecular formula: C45H45Cl9N4O12Y
Method: DFT, the ωB97M-V functional and the def2-TZVPD basis

```
116
Properties=species:S:1:pos:R:3
Y -11.415 24.059 2.506
N -11.423 23.374 5.152
O -11.872 22.610 4.203
O -10.840 24.435 4.854
O -11.592 23.059 6.324
N -13.376 26.055 2.914
O -14.105 26.984 3.001
O -13.691 24.898 3.277
O -12.197 26.282 2.468
N -11.929 22.710 0.142
O -12.139 22.065 -0.836
O -11.229 23.840 0.101
O -12.199 22.244 1.322
N -8.576 23.857 2.588
O -7.361 23.790 2.749
O -9.137 24.980 2.353
O -9.307 22.840 2.773
C -7.182 26.121 7.143
C -7.624 26.640 8.336
C -8.530 25.926 9.013
C -9.057 24.732 8.444
C -8.713 24.250 7.226
C -7.702 24.982 6.588
H -6.416 26.626 6.588
H -7.289 27.657 8.680
H -8.945 26.205 10.005
H -9.809 24.186 8.984
H -9.176 23.430 6.730
H -7.172 24.564 5.690
C -7.890 20.768 5.330
C -6.609 20.295 5.344
C -6.217 19.363 6.300
C -7.118 18.935 7.285
C -8.426 19.377 7.221
C -8.830 20.296 6.249
H -8.140 21.496 4.596
H -5.834 20.625 4.615
H -5.236 18.914 6.417
H -6.754 18.195 7.969
H -9.133 19.017 7.995
H -9.892 20.668 6.226
C -12.275 16.903 6.978
C -12.959 17.898 7.672
C -13.112 19.158 7.088
C -12.333 19.484 5.986
C -11.557 18.555 5.322
C -11.613 17.237 5.771
H -12.183 15.921 7.466
H -13.500 17.674 8.596
H -13.638 19.959 7.555
H -12.443 20.465 5.489
H -11.017 18.816 4.413
H -11.050 16.439 5.220
C -8.615 16.712 3.348
C -9.271 15.500 3.551
C -10.238 15.031 2.654
C -10.621 15.843 1.569
C -10.071 17.171 1.458
C -9.060 17.571 2.303
H -7.764 16.973 4.035
H -8.973 14.915 4.417
H -10.813 14.117 2.935
H -11.497 15.552 0.959
H -10.441 17.794 0.710
H -8.601 18.539 2.214
C -7.050 16.714 10.504
C -7.958 17.497 11.260
C -9.270 17.567 10.879
C -9.691 16.962 9.693
C -8.836 16.246 8.942
C -7.552 16.038 9.364
H -6.105 16.495 10.945
H -7.622 17.995 12.148
H -9.967 18.116 11.456
H -10.747 17.128 9.474
H -9.274 15.796 8.052
H -6.783 15.458 8.826
C -10.483 29.780 4.009
C -11.589 29.763 4.908
C -11.841 28.524 5.575
C -10.972 27.444 5.447
C -9.893 27.524 4.522
C -9.637 28.695 3.839
H -10.291 30.681 3.445
H -12.255 30.600 4.983
H -12.699 28.456 6.289
H -11.032 26.535 6.110
H -9.288 26.660 4.399
H -8.760 28.640 3.120
C -16.332 23.036 1.563
C -17.379 22.116 1.595
C -18.485 22.270 0.709
C -18.572 23.399 -0.122
C -17.587 24.420 -0.040
C -16.494 24.156 0.739
H -15.357 22.908 2.091
H -17.403 21.318 2.302
H -19.220 21.412 0.627
H -19.404 23.483 -0.809
H -17.651 25.333 -0.571
H -15.634 24.865 0.661
C -12.129 22.898 9.447
Cl -13.846 22.419 9.389
Cl -10.986 21.489 9.514
Cl -11.851 24.011 10.842
H -11.867 23.499 8.615
C -15.829 24.422 6.294
Cl -16.816 25.239 5.116
Cl -14.550 25.484 6.932
Cl -15.090 22.938 5.614
H -16.468 24.129 7.129
C -14.770 17.589 3.871
Cl -13.820 18.026 2.506
Cl -15.127 15.863 3.809
Cl -16.298 18.518 3.998
H -14.109 17.863 4.705
```

Computed properties:
calculated total energy: -191664.2462 eV
relative energy (zero: lowest compared OMol25 entry of this formula, charge and spin): 0.0 kJ/mol
LUMO level: 0.072 Ha
total charge: -1
F_max: 0.0649 Eh/bohr

=====

9.
Molecular formula: C4H8FIO
Method: DFT, the ωB97M-V functional and the def2-TZVPD basis

```
15
Properties=species:S:1:pos:R:3
C -0.859 -0.468 1.263
C 0.832 -1.027 -1.324
C -0.604 0.435 0.094
C 0.815 0.238 -0.494
O -0.427 2.150 0.813
F 1.699 0.094 0.480
I 1.216 2.008 -1.611
H -1.726 -0.208 1.952
H -0.941 -1.466 0.870
H -0.049 -0.281 1.969
H 1.613 -0.953 -2.103
H -0.158 -1.231 -1.725
H 1.002 -2.000 -0.804
H -1.238 0.442 -0.752
H -1.174 2.267 1.372
```

Computed properties:
calculated total energy: -17141.1357 eV
relative energy (zero: lowest compared OMol25 entry of this formula, charge and spin): 150.8 kJ/mol
LUMO level: 0.018 Ha
total charge: 0
F_max: 0.0911 Eh/bohr

=====

10.
Molecular formula: C3H4N2O2
Method: DFT, the ωB97M-V functional and the def2-TZVPD basis

```
11
Properties=species:S:1:pos:R:3
C 0.048 -0.307 -0.941
C -1.881 0.929 2.224
C 0.594 -1.471 -1.616
N -0.552 0.551 -0.281
N -1.304 1.528 0.288
O -2.620 0.124 1.836
O -1.272 1.542 2.997
H 0.071 -2.398 -1.533
H 0.712 -1.405 -2.724
H 1.507 -1.609 -1.131
H -0.748 2.330 0.617
```

Computed properties:
calculated total energy: -10247.6611 eV
relative energy (zero: lowest compared OMol25 entry of this formula, charge and spin): 444.2 kJ/mol
LUMO level: 0.013 Ha
total charge: 0
F_max: 0.1682 Eh/bohr